ORCA calculation (ωB97M-V with the def2-TZVPD basis set) on a 3-piece molecular cluster, C9H18O9 overall in a non-equilibrium geometry.

Computed properties:
**ΔE to the lowest compared entry with this formula, charge and spin**: 7.862 eV
**Frontier orbital gap**: 10.53 eV
**Multiplicity**: 1
**SMILES**: COC(=O)OC.COC(=O)OC.COC(=O)OC
**Max |F|**: 0.2836 Eh/bohr
**DFT total energy**: -1030.617312 a.u.
**HOMO**: -9.8 eV
**Molar mass**: 270.23 Da

CARTESIAN COORDINATES (ANGSTROEM)
O (-0.78, -0.80, -2.76)
O (-2.32, 0.12, 1.81)
O (3.69, -0.77, 0.48)
O (2.68, 0.78, -0.86)
O (-1.51, 1.16, -2.20)
O (-0.76, -0.53, 3.22)
O (-0.85, 0.80, -4.15)
O (-2.86, -1.43, 3.37)
O (1.91, 0.44, 1.23)
C (-0.52, -1.26, -1.48)
C (2.77, 0.21, 0.26)
C (4.70, -1.05, -0.54)
C (-0.25, -1.22, 4.32)
C (0.96, 1.42, 1.22)
C (-3.53, 0.02, 1.11)
C (-1.02, 2.20, -4.65)
C (-0.98, 0.44, -3.03)
C (-2.02, -0.66, 2.85)
H (-3.98, -0.88, 1.32)
H (1.43, 2.35, 1.03)
H (5.28, -1.91, -0.44)
H (0.29, 1.17, 0.23)
H (0.42, -0.96, -1.04)
H (-0.82, -2.28, 4.27)
H (-0.46, 2.85, -4.19)
H (5.41, -0.35, -0.20)
H (0.75, -1.58, 3.97)
H (-4.12, 0.86, 1.59)
H (-0.75, 2.31, -5.62)
H (-0.48, -0.67, 5.33)
H (4.37, -1.22, -1.53)
H (-0.25, -2.38, -1.43)
H (-1.87, 2.30, -4.47)
H (0.30, 1.53, 1.88)
H (-1.32, -1.12, -1.06)
H (-3.51, 0.10, 0.15)

Here are the natural (NBO) charges for atoms 1 to 6, given in e: -0.4987, -0.5020, -0.5138, -0.6724, -0.7302, -0.5080

ORCA calculation (ωB97M-V with the def2-TZVPD basis set) on C9H19AgCl8O as an isolated structure in a non-equilibrium geometry.

Computed properties:
**ΔE to the lowest compared entry with this formula, charge and spin**: 0.000 eV
**Frontier orbital gap (alpha / beta)**: 7.11 / 5.89 eV
**Multiplicity**: 2
**Max |F|**: 0.0563 Eh/bohr
**Total charge**: +1
**DFT total energy**: -4257.648721 a.u.
**HOMO (alpha / beta)**: -13.1 / -13.1 eV
**Molar mass**: 534.74 Da

CARTESIAN COORDINATES (ANGSTROEM)
Ag (-1.81, -1.71, 0.85)
Cl (-2.74, 1.40, 1.27)
Cl (-0.68, -3.51, -4.70)
Cl (2.98, -3.25, 3.93)
Cl (-0.41, 3.16, -2.48)
Cl (1.32, -1.68, 6.30)
Cl (3.58, 2.14, -3.66)
Cl (0.15, 1.70, 3.25)
Cl (-3.94, -2.48, -4.56)
O (0.16, -1.30, -0.26)
C (-1.40, -2.45, -3.31)
C (-2.89, -2.76, -3.13)
C (0.94, -1.51, 4.53)
C (2.19, 3.11, -2.97)
C (0.97, 2.20, -3.18)
C (-1.47, 2.65, 1.10)
C (-0.92, 3.05, 2.57)
C (1.24, -2.86, 3.92)
C (1.22, -0.51, 0.15)
H (2.21, -0.85, -0.12)
H (2.34, 3.60, -2.01)
H (2.19, 3.96, -3.66)
H (1.17, 0.51, -0.24)
H (-1.10, -1.41, -3.46)
H (1.59, -0.70, 4.20)
H (-3.21, -2.14, -2.29)
H (-1.76, 3.51, 0.49)
H (-2.95, -3.78, -2.75)
H (0.76, 1.89, -4.20)
H (0.55, -3.62, 4.26)
H (-0.60, 2.22, 0.61)
H (1.18, 1.38, -2.50)
H (1.34, -0.39, 1.23)
H (-0.12, -1.22, 4.53)
H (0.87, -2.77, 2.90)
H (-0.36, 3.99, 2.60)
H (-0.80, -2.67, -2.44)
H (-1.80, 3.11, 3.21)

Here are the natural (NBO) charges for atoms 1 to 6, given in e: 0.9564, -0.0827, -0.0793, -0.0003, -0.0997, -0.0665

ORCA calculation (ωB97M-V with the def2-TZVPD basis set) on one molecule with the formula C9H19BrSi in a non-equilibrium geometry.

Computed properties:
**ΔE to the lowest compared entry with this formula, charge and spin**: 0.000 eV
**Frontier orbital gap**: 9.33 eV
**Multiplicity**: 1
**SMILES**: C=C(C)[Si](Br)(C(C)C)C(C)C
**Max |F|**: 0.0842 Eh/bohr
**DFT total energy**: -3217.786123 a.u.
**HOMO**: -8.6 eV
**Molar mass**: 235.24 Da

CARTESIAN COORDINATES (ANGSTROEM)
Br (-0.65, 0.05, -2.64)
Si (0.00, -0.15, -0.56)
C (2.58, 0.42, 0.51)
C (-2.18, 1.88, -0.18)
C (-1.16, -2.53, -0.27)
C (1.28, -2.71, -0.41)
C (-1.04, 1.14, 1.85)
C (0.09, -1.90, 0.14)
C (1.84, 2.19, -1.18)
C (1.65, 0.96, -0.22)
C (-1.63, 0.71, 0.60)
H (1.48, -3.48, 0.34)
H (2.61, 2.86, -0.70)
H (-2.21, 2.80, 0.42)
H (2.12, -2.03, -0.64)
H (-1.58, 2.19, -1.02)
H (-2.31, -0.09, 0.85)
H (3.39, 1.08, 0.71)
H (-0.13, 1.75, 1.67)
H (-1.76, 1.88, 2.23)
H (2.12, 1.80, -2.12)
H (1.00, 2.80, -1.14)
H (0.12, -1.84, 1.31)
H (-0.95, 0.37, 2.57)
H (-2.10, -1.97, -0.12)
H (-1.51, -3.40, 0.18)
H (0.77, -3.32, -1.24)
H (-1.15, -2.67, -1.36)
H (-3.14, 1.69, -0.54)
H (2.46, -0.51, 0.98)

Here are the natural (NBO) charges for atoms 1 to 6, given in e: -0.3070, 1.4725, -0.4046, -0.6256, -0.6325, -0.6245